Record 1
Here is an isolated molecule of C5H9NO from the Open Molecules 2025 dataset. Energies are from the ωB97M-V functional and the def2-TZVPD basis.

Geometry as XYZ:
```
16
Properties=species:S:1:pos:R:3
O 2.4771 -0.6755 1.1355
N 1.3241 -1.0436 0.4579
C 0.7319 1.4418 0.0419
C -0.7842 1.4033 -0.3334
C 0.7017 -0.0599 -0.0332
C -1.3953 -1.3865 -0.0329
C -0.6759 -0.1583 -0.6208
H -1.4358 1.7398 0.4771
H 1.3792 1.9092 -0.7095
H 2.9290 -1.5250 1.1822
H -0.6699 -2.2078 -0.1194
H -2.2951 -1.6969 -0.5690
H -0.6601 -0.2752 -1.7112
H -1.6085 -1.3097 1.0388
H -1.0170 1.9951 -1.2257
H 0.9987 1.8493 1.0218
```

LUMO	1.09	eV
E_HOMO	-9.33	eV
energy relative to the best compared isomer or geometry (same formula, charge and spin)	313.5	kJ/mol
SMILES	C[C@H]1CC/C1=N\O
gap between HOMO and LUMO	10.413	eV



Record 2
Here is an isolated molecule of C5H9NO from the Open Molecules 2025 dataset. Energies are from the ωB97M-V functional and the def2-TZVPD basis.

Geometry as XYZ:
```
16
Properties=species:S:1:pos:R:3
O -0.3539 -1.2887 -1.0311
N -2.6672 2.5583 0.6108
C -0.3346 0.0407 -0.5325
C 0.8438 0.3013 0.4521
C 2.0119 -0.6938 0.2443
C -1.7315 0.1642 0.1068
C -2.2046 1.5183 0.4032
H -1.7888 -0.4387 1.0223
H 0.2851 -1.4043 -1.7456
H -0.2713 0.7450 -1.3753
H -2.4365 -0.2685 -0.6079
H 1.1853 1.3392 0.3002
H 1.6846 -1.6393 -0.2122
H 2.8123 -0.2685 -0.3637
H 0.4934 0.2242 1.4953
H 2.4600 -0.9503 1.2042
```

LUMO	0.63	eV
E_HOMO	-10.95	eV
energy relative to the best compared isomer or geometry (same formula, charge and spin)	127.5	kJ/mol
SMILES	CC[C@@H](O)CC#N
gap between HOMO and LUMO	11.576	eV



Record 3
Here is an isolated molecule of C5H9NO from the Open Molecules 2025 dataset. Energies are from the ωB97M-V functional and the def2-TZVPD basis.

Geometry as XYZ:
```
16
Properties=species:S:1:pos:R:3
O 0.0600 0.2771 -2.4270
N -1.5246 -1.2539 -0.3846
C 0.0252 0.8632 2.0751
C 0.3713 -0.6739 -1.4641
C 0.8096 -0.0568 -0.1957
C -1.5107 -0.4368 0.5241
C -0.3653 0.5382 0.6384
H 1.3240 -0.8110 0.4101
H -0.0849 -0.1610 -3.2735
H 0.8536 1.5785 2.0972
H 1.5051 0.7718 -0.3802
H 1.0083 -1.4831 -1.8415
H -1.2691 -1.8570 -1.1490
H -0.8172 1.2954 2.6211
H -0.7284 1.4505 0.1439
H 0.3431 -0.0413 2.6057
```

LUMO (spin up / spin down)	0.75 / 0.76	eV
E_HOMO (spin up / spin down)	-6.89 / -7.02	eV
energy relative to the best compared isomer or geometry (same formula, charge and spin)	494.2	kJ/mol
gap between HOMO and LUMO (spin up / spin down)	7.642 / 7.780	eV



Record 4
Here is an isolated molecule of C5H9NO from the Open Molecules 2025 dataset. Energies are from the ωB97M-V functional and the def2-TZVPD basis.

Geometry as XYZ:
```
16
Properties=species:S:1:pos:R:3
O 2.2074 0.1565 -1.1522
N 1.8039 0.5066 -0.0998
C 0.3958 0.0393 0.1913
C -0.3206 1.1944 -0.3446
C 0.1676 -0.2149 1.7400
C -1.1629 1.1793 -1.3245
C -0.0056 -1.3489 -0.3631
H -1.4569 2.0337 -1.7917
H 0.8390 -1.0720 2.0838
H -1.0696 -1.5168 -0.2787
H 0.4992 -2.1110 0.1857
H -0.7710 -0.5662 1.9035
H 0.2377 0.6695 2.4130
H 0.2087 -1.4395 -1.5029
H -1.3818 0.3499 -1.9730
H -0.1909 2.1399 0.3132
```

LUMO (spin up / spin down)	0.10 / 0.10	eV
E_HOMO (spin up / spin down)	-8.90 / -8.90	eV
energy relative to the best compared isomer or geometry (same formula, charge and spin)	441.4	kJ/mol
SMILES	C=CC(C)(C)N=O
gap between HOMO and LUMO (spin up / spin down)	9.000 / 9.000	eV



Record 5
Here is an isolated molecule of C5H9NO from the Open Molecules 2025 dataset. Energies are from the ωB97M-V functional and the def2-TZVPD basis.

Geometry as XYZ:
```
16
Properties=species:S:1:pos:R:3
O 1.5785 -1.2232 -1.9073
N 0.0520 0.5344 1.8044
C 0.3172 1.2429 0.5254
C -1.7433 -0.4874 0.2338
C 1.5327 -0.5755 -0.6635
C 0.8882 0.7353 -0.6909
C -1.0520 0.6838 0.8931
H 1.2476 -1.3305 0.0889
H 0.4031 -0.4210 1.7628
H 1.4086 -0.5195 -2.5516
H 0.3682 2.3221 0.6569
H -2.4333 -0.9380 0.9564
H 2.5458 -0.2194 -0.3386
H -2.3355 -0.1515 -0.6233
H -1.0558 -1.2644 -0.1120
H -1.7458 1.4712 1.1859
```

LUMO	-0.08	eV
E_HOMO	-8.61	eV
energy relative to the best compared isomer or geometry (same formula, charge and spin)	506.8	kJ/mol
gap between HOMO and LUMO	8.534	eV



Record 6
Here is an isolated molecule of C5H9NO from the Open Molecules 2025 dataset. Energies are from the ωB97M-V functional and the def2-TZVPD basis.

Geometry as XYZ:
```
16
Properties=species:S:1:pos:R:3
O -0.0163 -2.6911 -1.1327
N -1.0733 -1.0916 0.2692
C -0.1407 -0.1456 0.9138
C -0.0852 -1.6603 -0.5102
C 0.7580 0.4907 -1.4367
C -0.5953 1.2815 1.1486
C 0.8400 -0.4630 -0.2519
H 1.1853 1.4735 -1.2191
H 0.2323 1.8356 1.6090
H 1.2831 0.0618 -2.2957
H -0.2923 0.6252 -1.7156
H 1.8670 -0.6942 0.0412
H 0.2383 -0.5637 1.8581
H -1.8809 -1.5597 0.6604
H -1.4427 1.3163 1.8438
H -0.8774 1.7845 0.2178
```

LUMO	0.91	eV
E_HOMO	-9.62	eV
energy relative to the best compared isomer or geometry (same formula, charge and spin)	78.2	kJ/mol
SMILES	C[C@@H]1C(=O)N[C@@H]1C
gap between HOMO and LUMO	10.527	eV



Record 7
Here is an isolated molecule of C5H9NO from the Open Molecules 2025 dataset. Energies are from the ωB97M-V functional and the def2-TZVPD basis.

Geometry as XYZ:
```
16
Properties=species:S:1:pos:R:3
O -1.3058 2.3329 1.1318
N 0.6751 1.0589 0.6381
C -0.8950 0.3741 -1.2583
C 0.3850 -0.3948 0.6968
C -1.0409 -0.0233 0.2212
C -0.7107 1.3507 0.7872
C 1.2022 -1.3833 -0.1130
H -0.7926 -0.4893 -1.9268
H -1.8941 -0.6092 0.5848
H 0.1416 0.9794 -1.0606
H 0.7671 -2.3833 0.0144
H -1.8211 0.8986 -1.5724
H 1.4651 1.5331 1.0421
H 0.3820 -0.6679 1.7544
H 2.2359 -1.4263 0.2416
H 1.2064 -1.1502 -1.1815
```

LUMO	0.91	eV
E_HOMO	-9.46	eV
energy relative to the best compared isomer or geometry (same formula, charge and spin)	210.3	kJ/mol
SMILES	C[C@@H]1C(=O)N[C@@H]1C
gap between HOMO and LUMO	10.368	eV



Record 8
Here is an isolated molecule of C5H9NO from the Open Molecules 2025 dataset. Energies are from the ωB97M-V functional and the def2-TZVPD basis.

Geometry as XYZ:
```
16
Properties=species:S:1:pos:R:3
O 2.8473 -0.7148 -0.3129
N -1.8617 0.0246 0.2128
C -0.5471 0.4275 0.0239
C 1.8637 0.0004 -0.4506
C 0.3273 -1.9421 0.0077
C 0.4739 -0.4495 -0.1321
C -0.3953 1.9374 0.0221
H 0.6157 2.3003 -0.1616
H -1.0460 2.3810 -0.7393
H 0.0165 -2.3829 -0.9445
H -2.4201 0.6515 0.7880
H -0.4055 -2.2092 0.7758
H -0.6956 2.3340 0.9992
H 1.2605 -2.4241 0.3162
H -2.0061 -0.9529 0.4450
H 1.9727 1.0187 -0.8497
```

LUMO	0.79	eV
E_HOMO	-8.52	eV
energy relative to the best compared isomer or geometry (same formula, charge and spin)	100.4	kJ/mol
SMILES	C/C(N)=C(/C)C=O
gap between HOMO and LUMO	9.313	eV



Record 9
Here is an isolated molecule of C5H9NO from the Open Molecules 2025 dataset. Energies are from the ωB97M-V functional and the def2-TZVPD basis.

Geometry as XYZ:
```
16
Properties=species:S:1:pos:R:3
O 1.9679 -1.4203 1.0261
N -0.6877 0.6836 -0.2397
C -1.1885 -0.0394 0.8962
C -0.8606 2.1298 -0.2398
C 1.1326 -1.1051 0.1975
C 0.2832 0.0330 0.6379
C 1.0775 -1.8031 -1.1239
H 0.9691 0.3364 1.4581
H -0.6285 2.5762 0.7375
H 0.2006 -1.5678 -1.7261
H 1.9836 -1.5230 -1.6722
H -1.8964 2.3913 -0.4977
H -1.7533 -0.9507 0.7173
H 1.1494 -2.8710 -0.9095
H -0.2148 2.5690 -1.0047
H -1.5342 0.5612 1.7428
```

LUMO	0.96	eV
E_HOMO	-9.47	eV
energy relative to the best compared isomer or geometry (same formula, charge and spin)	241.9	kJ/mol
SMILES	CC(=O)[C@@H]1CN1C
gap between HOMO and LUMO	10.431	eV



Record 10
Here is an isolated molecule of C5H9NO from the Open Molecules 2025 dataset. Energies are from the ωB97M-V functional and the def2-TZVPD basis.

Geometry as XYZ:
```
16
Properties=species:S:1:pos:R:3
O -0.6043 -1.4190 1.2747
N 0.3145 2.9626 -0.4257
C 1.6541 -0.2456 -0.2803
C 0.4636 1.9028 0.0168
C -1.4858 -0.2801 -0.6949
C -0.7636 -0.1578 0.6399
C 0.6197 0.5364 0.5431
H 2.6620 0.1275 -0.0832
H -1.3861 0.4520 1.3099
H -1.6180 0.7008 -1.1601
H -0.5588 -2.1137 0.5987
H 1.4803 -0.1608 -1.3566
H -0.9269 -0.9028 -1.4048
H 0.9930 0.6299 1.5709
H -2.4740 -0.7308 -0.5516
H 1.6304 -1.3012 0.0031
```

LUMO	0.73	eV
E_HOMO	-10.79	eV
energy relative to the best compared isomer or geometry (same formula, charge and spin)	92.5	kJ/mol
SMILES	C[C@@H](O)[C@@H](C)C#N
gap between HOMO and LUMO	11.516	eV



Record 11
Here is a 2-piece molecular cluster, C5H9NO overall from the Open Molecules 2025 dataset. Energies are from the ωB97M-V functional and the def2-TZVPD basis.

Geometry as XYZ:
```
16
Properties=species:S:1:pos:R:3
O -2.1356 -0.0860 -0.0490
N -0.2621 -1.0588 -1.0684
C 1.3169 1.1066 0.8183
C -1.3206 -0.1381 -1.1961
C 0.1549 -1.5976 -0.0560
C 0.8580 2.0874 0.0599
C 0.6674 -2.3914 0.8296
H -1.9059 -0.4342 -2.0820
H 0.3576 -3.4195 0.8954
H 1.4231 -2.0552 1.5141
H 0.8774 0.8814 1.7757
H -0.8370 0.8559 -1.3622
H 2.1690 0.5081 0.5256
H 0.0790 2.7484 0.4027
H 1.3460 2.3687 -0.8600
H -2.7879 0.6243 -0.1477
```

LUMO	0.81	eV
E_HOMO	-8.81	eV
energy relative to the best compared isomer or geometry (same formula, charge and spin)	339.8	kJ/mol
SMILES	C=C=NCO.C=C
gap between HOMO and LUMO	9.618	eV



Record 12
Here is a 2-piece molecular cluster, C5H9NO overall from the Open Molecules 2025 dataset. Energies are from the ωB97M-V functional and the def2-TZVPD basis.

Geometry as XYZ:
```
16
Properties=species:S:1:pos:R:3
O -0.2946 2.3904 -0.0757
N 0.7250 0.5704 0.7686
C -2.4629 0.8739 -1.0045
C 0.9422 -0.7892 0.9904
C 2.0982 -1.3205 1.3831
C -0.3396 1.1931 0.1496
C -1.5181 0.3548 -0.2263
H -3.3311 0.2957 -1.3064
H 1.4914 1.2059 0.9535
H 0.0772 -1.4212 0.8273
H 2.1711 -2.3892 1.5463
H -2.3752 1.8987 -1.3538
H 1.0670 -0.7840 -2.1007
H -1.5977 -0.6676 0.1289
H 0.3657 -0.6999 -2.3344
H 2.9895 -0.7218 1.5505
```

LUMO	0.59	eV
E_HOMO	-8.96	eV
energy relative to the best compared isomer or geometry (same formula, charge and spin)	232.4	kJ/mol
SMILES	C=CNC(=O)C=C.[H][H]
gap between HOMO and LUMO	9.547	eV